Density functional theory data (ωB97M-V/def2-TZVPD) for a molecular structure, C9H10CoF6N7O5S2.

```
40
Properties=species:S:1:pos:R:3:forces:R:3
Co -0.048 0.323 0.304 0.1 1.0 -0.3
O 1.093 1.053 1.655 0.1 -0.2 0.1
C 2.389 1.462 1.134 0.1 0.0 0.0
C 2.618 0.651 -0.109 0.0 -0.1 0.0
C 3.827 0.597 -0.773 0.0 0.0 0.1
C 3.933 -0.194 -1.906 0.0 0.0 0.0
C 2.835 -0.928 -2.341 0.0 0.0 0.0
C 1.651 -0.835 -1.646 0.1 0.0 0.0
N 1.558 -0.045 -0.561 0.1 -0.2 -0.2
H 0.662 1.763 2.160 0.0 0.0 0.0
H 3.146 1.257 1.891 0.0 0.0 0.0
H 2.378 2.531 0.915 0.0 0.0 0.0
H 4.670 1.164 -0.402 0.0 0.0 0.0
H 4.871 -0.245 -2.443 0.0 0.0 0.0
H 2.891 -1.563 -3.214 0.0 0.0 0.0
H 0.757 -1.364 -1.940 0.0 0.0 0.0
F 0.181 2.119 -1.961 0.0 0.0 0.1
C -1.021 2.170 -2.576 -0.1 0.0 0.1
F -0.860 1.986 -3.858 0.0 0.0 0.0
F -1.576 3.331 -2.318 0.0 0.0 0.0
S -2.098 0.781 -1.889 0.0 0.0 0.0
O -1.104 -0.104 -1.162 0.0 -0.2 -0.1
O -2.708 0.126 -2.976 0.0 0.0 0.0
N -3.094 1.456 -0.903 0.1 0.0 0.1
S -2.700 1.968 0.514 0.0 0.1 0.0
O -3.166 3.251 0.857 0.0 0.0 0.0
O -1.201 1.784 0.732 -0.3 -0.4 0.2
C -3.458 0.733 1.720 0.0 0.1 0.1
F -2.530 0.424 2.631 0.0 0.0 0.0
F -3.805 -0.362 1.072 0.0 0.0 0.0
F -4.487 1.292 2.292 0.0 0.0 0.0
N -1.851 -4.114 1.764 0.1 -0.1 -0.3
N -0.962 -3.132 1.622 0.0 0.1 0.1
N 0.245 -3.218 2.154 0.0 0.0 0.0
C 0.801 -2.089 1.757 0.0 0.0 0.0
N -0.061 -1.385 1.019 -0.4 -0.1 0.1
N -1.206 -2.070 0.938 0.0 0.0 0.0
H -1.593 -4.844 2.407 -0.1 0.0 0.1
H -2.786 -3.933 1.440 0.0 0.0 0.1
H 1.809 -1.799 1.997 0.0 0.0 0.0
```
Forces are in eV/Å.

- LUMO level (eV) = -9.28
- total energy (eV) = -105745.6806
- total charge = +2
- energy above the lowest of the compared OMol25 structures with the same formula, charge and spin (kcal/mol) = 15.8


Density functional theory data (ωB97M-V/def2-TZVPD) for a molecular structure, C19H18F5MoNO4SSbSe2Te2 at a distorted geometry.

```
54
Properties=species:S:1:pos:R:3:forces:R:3
Mo 1.903 -0.169 -1.037 1.4 0.1 -1.3
O 1.556 -0.149 6.068 0.1 0.1 0.1
C 1.959 0.823 5.409 -0.1 0.0 -0.6
O 2.324 1.966 5.720 0.0 -0.1 0.1
C 1.981 0.554 3.853 0.0 -0.2 0.6
C 1.718 -0.720 3.368 0.0 0.2 -0.1
C 1.711 -0.953 2.008 0.0 0.0 0.0
N 1.936 0.015 1.105 0.1 0.0 1.5
C 2.201 1.249 1.584 -0.2 0.0 0.0
C 2.245 1.554 2.930 0.0 0.1 -0.3
C 2.325 2.288 0.507 0.1 0.3 0.8
O 2.428 3.468 0.741 0.1 -0.2 -0.2
O 2.237 1.762 -0.693 -0.5 -0.3 -0.3
H 1.508 -1.511 4.075 0.0 0.0 0.0
H 1.520 -1.937 1.606 0.0 0.0 0.0
H 2.462 2.566 3.241 0.0 0.0 0.1
F -2.903 -6.065 -0.758 -0.1 -0.1 0.0
C -1.842 -5.260 -0.778 0.1 0.1 0.0
C -1.955 -3.948 -0.360 0.1 -0.1 0.0
F -3.126 -3.482 0.077 -0.1 0.0 0.0
C -0.846 -3.125 -0.389 0.2 -0.2 -0.1
F -1.002 -1.882 0.078 -0.1 0.3 0.1
C 0.400 -3.543 -0.846 -0.5 -0.1 -0.3
S 1.855 -2.580 -0.903 0.4 -0.2 0.7
C 0.479 -4.881 -1.248 -0.1 0.3 0.1
F 1.639 -5.369 -1.681 0.0 -0.1 -0.1
C -0.613 -5.726 -1.212 0.0 0.0 0.1
F -0.493 -7.000 -1.588 0.0 -0.1 -0.1
Se 1.549 -0.122 -3.409 -0.2 0.2 -0.4
Te 3.656 -0.928 -4.592 0.2 0.1 0.3
Te 5.306 0.402 -2.902 -0.1 -0.1 -0.3
Se 4.400 -0.542 -0.767 -0.9 -0.1 -0.2
C -0.176 3.225 -2.808 0.0 0.0 0.1
C -0.549 3.057 -1.338 0.0 -0.2 0.0
Sb -0.670 0.970 -0.809 -0.4 0.2 -0.1
C -1.334 1.083 1.245 0.0 0.0 -0.2
C -2.219 2.277 1.586 0.0 0.0 0.0
C -2.442 0.432 -1.939 0.2 0.0 0.2
C -3.567 1.460 -1.913 0.1 -0.1 0.0
H -0.070 4.282 -3.059 0.0 0.0 0.0
H -0.931 2.791 -3.468 0.0 0.0 0.0
H 0.778 2.740 -3.021 0.0 0.0 0.0
H -1.506 3.530 -1.113 0.0 0.0 0.1
H 0.214 3.504 -0.700 0.0 0.0 0.1
H -0.422 1.121 1.842 0.0 -0.1 0.0
H -1.835 0.141 1.471 0.1 0.0 0.0
H -1.717 3.219 1.360 0.0 0.0 0.0
H -2.444 2.273 2.654 0.0 0.0 0.0
H -3.164 2.251 1.043 0.0 0.1 0.0
H -2.789 -0.526 -1.550 0.1 0.0 0.0
H -2.091 0.265 -2.959 0.0 0.0 0.0
H -3.959 1.591 -0.904 0.0 0.0 0.0
H -4.390 1.128 -2.550 0.0 0.0 0.0
H -3.235 2.432 -2.279 0.0 0.0 0.0
```
Forces are in eV/Å.

- LUMO level (alpha / beta) (eV) = 0.14 / 0.15
- total energy (eV) = -207773.8956
- total charge = -1
- energy above the lowest of the compared OMol25 structures with the same formula, charge and spin (kcal/mol) = 21.8


Density functional theory data (ωB97M-V/def2-TZVPD) for 2 unconnected molecules or ions with the total composition C2H9NO at a distorted geometry.

```
13
Properties=species:S:1:pos:R:3:forces:R:3
C -0.641 -0.379 -1.235 -1.3 -0.2 -1.1
N -0.171 0.364 -0.137 -0.2 -0.4 1.5
C 1.218 0.578 -0.186 1.8 1.2 -0.4
H -0.445 0.200 -2.152 -0.2 -0.4 0.1
H -1.732 -0.479 -1.108 0.3 -0.2 -0.4
H -0.208 -1.386 -1.354 0.1 0.1 0.0
H -0.261 -0.106 0.773 -0.2 0.6 -2.1
H 1.639 0.620 0.833 -0.1 0.1 -0.4
H 1.392 1.550 -0.679 0.5 -0.3 0.1
H 1.750 -0.204 -0.754 0.1 0.1 0.1
O -0.622 -0.103 2.297 -0.9 -0.8 0.8
H -1.360 0.340 1.820 0.6 -0.3 0.7
H -0.559 -0.994 1.883 -0.4 0.5 1.1
```
Forces are in eV/Å.

- LUMO level (eV) = 0.78
- total energy (eV) = -5756.0660
- SMILES = CNC.O
- energy above the lowest of the compared OMol25 structures with the same formula, charge and spin (kcal/mol) = 33.6


Density functional theory data (ωB97M-V/def2-TZVPD) for a molecular structure, CrH14O7 at a distorted geometry.

```
22
Properties=species:S:1:pos:R:3:forces:R:3
Cr -6.633 -17.945 14.631 -4.3 -4.3 -0.5
O -7.284 -19.059 16.341 0.7 1.3 -0.9
H -8.196 -19.281 16.525 -1.1 0.0 0.1
H -6.777 -19.610 16.938 0.7 -0.5 0.7
O -7.787 -16.423 15.423 1.0 -0.6 -0.8
H -8.322 -16.469 16.215 -0.6 -0.3 1.3
H -7.816 -15.502 15.166 -0.3 1.1 -0.5
O -4.785 -18.217 15.793 -1.1 0.7 -1.1
H -3.906 -18.396 15.460 1.7 -0.7 -0.8
H -4.642 -17.853 16.666 0.2 0.5 1.8
O -6.300 -20.000 14.127 0.5 2.0 -0.4
H -5.754 -20.295 13.398 0.7 -0.4 -0.8
H -6.613 -20.808 14.535 -0.5 -0.7 0.8
O -8.605 -18.606 13.976 1.5 0.5 0.8
H -8.700 -19.397 13.445 0.1 -0.8 -0.6
H -9.502 -18.308 14.125 -0.9 0.7 0.3
O -6.608 -17.591 12.557 0.5 0.0 1.5
H -6.321 -18.192 11.869 0.4 -0.8 -0.7
H -6.876 -16.801 12.088 -0.6 0.7 -0.6
O -5.515 -16.114 14.330 -0.1 -0.4 0.9
H -5.249 -15.504 15.018 0.9 1.1 1.3
H -5.548 -15.581 13.536 0.7 0.8 -1.7
```
Forces are in eV/Å.

- LUMO level (alpha / beta) (eV) = -20.38 / -24.98
- total energy (eV) = -42926.8401
- spin multiplicity = 5
- total charge = +4


Copy entry 4 word for word.
Density functional theory data (ωB97M-V/def2-TZVPD) for a molecular structure, CrH14O7 at a distorted geometry.

```
22
Properties=species:S:1:pos:R:3:forces:R:3
Cr -6.633 -17.945 14.631 -4.3 -4.3 -0.5
O -7.284 -19.059 16.341 0.7 1.3 -0.9
H -8.196 -19.281 16.525 -1.1 0.0 0.1
H -6.777 -19.610 16.938 0.7 -0.5 0.7
O -7.787 -16.423 15.423 1.0 -0.6 -0.8
H -8.322 -16.469 16.215 -0.6 -0.3 1.3
H -7.816 -15.502 15.166 -0.3 1.1 -0.5
O -4.785 -18.217 15.793 -1.1 0.7 -1.1
H -3.906 -18.396 15.460 1.7 -0.7 -0.8
H -4.642 -17.853 16.666 0.2 0.5 1.8
O -6.300 -20.000 14.127 0.5 2.0 -0.4
H -5.754 -20.295 13.398 0.7 -0.4 -0.8
H -6.613 -20.808 14.535 -0.5 -0.7 0.8
O -8.605 -18.606 13.976 1.5 0.5 0.8
H -8.700 -19.397 13.445 0.1 -0.8 -0.6
H -9.502 -18.308 14.125 -0.9 0.7 0.3
O -6.608 -17.591 12.557 0.5 0.0 1.5
H -6.321 -18.192 11.869 0.4 -0.8 -0.7
H -6.876 -16.801 12.088 -0.6 0.7 -0.6
O -5.515 -16.114 14.330 -0.1 -0.4 0.9
H -5.249 -15.504 15.018 0.9 1.1 1.3
H -5.548 -15.581 13.536 0.7 0.8 -1.7
```
Forces are in eV/Å.

- LUMO level (alpha / beta) (eV) = -20.38 / -24.98
- total energy (eV) = -42926.8401
- spin multiplicity = 5
- total charge = +4